# 1
# C26H25F3N5O14PS

A 5-piece molecular cluster, C26H25F3N5O14PS overall (ωB97M-V/def2-TZVPD, the Open Molecules 2025 dataset).

Last column: Mulliken charge in e.
Atoms and positions in Å:
N -1.9452 -2.0283 2.4844  -0.734
P -0.7175 -1.3639 1.8217  0.796
O -0.2261 -1.9942 0.4585  -0.379
O 0.5419 -1.4624 2.7699  -0.514
O -0.8330 0.2341 1.5273  -0.178
S -2.3163 1.0203 1.7289  0.908
O -2.6005 0.9452 3.1304  -0.585
O -3.3894 0.0331 0.9373  -0.366
C -4.4808 -0.3711 1.7148  -0.444
O -5.1815 -1.2725 0.8554  -0.325
C -6.1929 -1.9183 1.4631  0.927
F -6.8461 -2.6449 0.5388  -0.252
F -5.7762 -2.7612 2.4269  -0.240
F -7.0850 -1.0617 2.0148  -0.263
H -2.2869 -2.7594 1.8717  0.260
H -0.7848 -1.6671 -0.2562  0.316
H 0.2003 -1.8854 3.5644  0.341
H -4.1838 -0.9061 2.6080  0.459
H -5.1185 0.4677 1.9696  0.342
C -0.1589 7.3898 2.9952  -0.402
C -0.4289 6.0999 3.4339  -0.538
C -0.6972 5.0978 2.5180  -0.239
C -0.6865 5.4060 1.1692  0.172
C -0.4272 6.6847 0.7152  -0.292
C -0.1622 7.6818 1.6383  -0.588
N -0.9473 4.3375 0.1949  1.094
O -1.1933 3.2260 0.6354  -0.697
O -0.9055 4.6080 -0.9820  -0.579
H 0.0548 8.1695 3.7141  0.383
H -0.4278 5.8743 4.4909  0.393
H -0.9073 4.0942 2.8564  0.460
H -0.4285 6.9120 -0.3371  0.395
H 0.0434 8.6866 1.2976  0.396
C 2.3699 -7.4380 -0.8346  -0.305
C 1.1976 -8.0782 -1.2153  -0.422
C -0.0101 -7.4019 -1.1721  -0.491
C -0.0210 -6.0867 -0.7491  -0.007
C 1.1335 -5.4337 -0.3597  -0.411
C 2.3356 -6.1192 -0.4035  -0.328
N -1.2916 -5.3531 -0.7195  1.011
O -2.2982 -5.9426 -1.0418  -0.614
O -1.2496 -4.1895 -0.3695  -0.567
H 3.3130 -7.9649 -0.8745  0.393
H 1.2252 -9.1058 -1.5495  0.373
H -0.9236 -7.8954 -1.4670  0.459
H 1.1013 -4.4059 -0.0278  0.521
H 3.2477 -5.6243 -0.1060  0.354
C -4.4440 6.2280 -5.9564  -0.433
C -4.5047 5.5615 -4.7404  -0.479
C -3.8012 6.0430 -3.6494  -0.272
C -3.0481 7.1921 -3.7962  0.179
C -2.9697 7.8656 -5.0001  -0.411
C -3.6745 7.3762 -6.0866  -0.409
N -2.3176 7.7163 -2.6349  1.032
O -2.3918 7.0937 -1.5982  -0.575
O -1.6829 8.7399 -2.7782  -0.631
H -4.9986 5.8517 -6.8055  0.377
H -5.1023 4.6666 -4.6410  0.373
H -3.8434 5.5275 -2.7020  0.444
H -2.3719 8.7591 -5.0953  0.438
H -3.6258 7.8922 -7.0350  0.370
C 8.7348 -4.2325 2.3938  -0.409
C 8.2916 -5.5464 2.4601  -0.461
C 7.3933 -6.0238 1.5210  -0.309
C 6.9552 -5.1727 0.5243  0.164
C 7.3802 -3.8602 0.4455  -0.368
C 8.2766 -3.3902 1.3901  -0.443
N 6.0180 -5.6803 -0.4870  0.974
O 5.6434 -6.8306 -0.3830  -0.573
O 5.6717 -4.9238 -1.3666  -0.577
H 9.4403 -3.8641 3.1262  0.377
H 8.6481 -6.2005 3.2430  0.375
H 7.0455 -7.0443 1.5686  0.438
H 7.0228 -3.2099 -0.3383  0.444
H 8.6203 -2.3668 1.3415  0.374

Values from the calculation:
* energy: -91750.139 eV
* maximum force: 1.1 eV/Å
* LUMO level: -0.7 eV
* total charge: 0
* HOMO level: -9.273 eV

# 2
# C26H25N4O4SV

C26H25N4O4SV as an isolated structure (ωB97M-V/def2-TZVPD, the Open Molecules 2025 dataset).

Last column: Löwdin spin population.
Atoms and positions in Å:
V -1.2730 -0.3715 1.6464  1.061
N -5.5202 0.3743 0.2446  0.007
C -4.1743 0.6026 0.5762  0.025
S -3.7453 0.7528 2.2379  0.044
N -3.3502 0.6890 -0.4180  0.033
N -2.0690 0.9179 0.0726  0.309
C -1.4701 2.0615 -0.2513  0.093
C -1.8814 2.8461 -1.4296  0.011
C -2.1359 2.1979 -2.6440  0.011
C -2.5069 2.9126 -3.7683  0.001
C -2.6436 4.2966 -3.7167  0.014
C -2.4117 4.9511 -2.5152  0.000
C -2.0415 4.2330 -1.3868  0.012
C -0.4452 2.4700 0.6248  0.112
C 0.4414 3.5588 0.3923  0.029
C 1.3662 3.9059 1.3289  0.054
C 1.4513 3.1653 2.5286  0.096
C 0.6180 2.0767 2.6665  0.012
N -0.3001 1.7095 1.7680  0.129
H -5.9861 -0.1410 0.9758  0.002
H -5.5862 -0.0887 -0.6514  0.001
H -2.0434 1.1202 -2.6750  0.001
H -2.6950 2.3860 -4.6975  0.000
H -2.9386 4.8533 -4.5989  0.001
H -2.5335 6.0267 -2.4489  0.000
H -1.8914 4.7449 -0.4443  0.001
H 0.3725 4.0899 -0.5477  0.000
H 2.0401 4.7356 1.1433  0.002
H 2.1699 3.3988 3.3018  0.008
H 0.6860 1.4443 3.5435  -0.001
C 0.9633 -2.1037 -3.0237  0.001
C -0.0207 -2.9346 -2.1868  0.005
C -1.2425 -3.2915 -3.0452  0.002
C 0.6767 -4.2243 -1.7298  0.001
C -0.4466 -2.1531 -1.0167  0.025
C -0.8036 -1.4879 -0.0629  -0.009
H 1.2932 -2.6711 -3.9015  0.000
H 1.8335 -1.8418 -2.4209  0.000
H 0.4897 -1.1784 -3.3546  0.000
H -0.9357 -3.8697 -3.9242  0.000
H -1.7499 -2.3837 -3.3741  0.000
H -1.9516 -3.8805 -2.4622  0.000
H 1.0081 -4.8055 -2.5981  0.000
H -0.0098 -4.8316 -1.1376  0.000
H 1.5359 -3.9827 -1.1038  0.000
O -1.9174 -1.4957 2.5463  -0.114
O 2.5473 -1.9162 0.6337  0.001
C 3.2575 -2.0211 1.7620  0.000
C 4.5516 -2.5471 1.6574  0.000
C 5.3532 -2.6805 2.7731  0.000
C 4.8882 -2.2918 4.0263  0.000
C 3.6089 -1.7715 4.1284  0.000
C 2.7778 -1.6276 3.0237  0.000
C 1.3881 -1.0516 3.2351  0.002
O 1.0408 -0.7321 4.3687  0.003
O 0.7326 -0.8610 2.1468  0.013
H 1.6726 -1.5007 0.8666  0.000
H 4.8958 -2.8399 0.6727  0.000
H 6.3522 -3.0894 2.6634  0.000
H 5.5154 -2.3956 4.9034  0.000
H 3.1924 -1.4581 5.0775  0.000

Values from the calculation:
* energy: -78042.680 eV
* maximum force: 0.6 eV/Å
* LUMO level (spin up / spin down): 4.7 / 4.7 eV
* multiplicity: 3
* total charge: -2
* HOMO level (spin up / spin down): 0.231 / -1.626 eV
* relative energy (zero: lowest compared OMol25 entry of this formula, charge and spin): 71.0 kJ/mol

# 3
# C26H25N5PtS3Si

C26H25N5PtS3Si as an isolated structure (ωB97M-V/def2-TZVPD, the Open Molecules 2025 dataset).

Last column: Mulliken charge in e.
Atoms and positions in Å:
Pt 0.7867 0.2347 -0.2769  0.983
C -2.4369 -0.6308 4.7439  -0.437
C -1.1951 -0.3086 5.2949  -0.698
C -0.1085 -0.1067 4.4750  -0.406
C -0.2712 -0.2218 3.0849  -0.031
C -1.5019 -0.5642 2.5393  0.616
C -2.5878 -0.7666 3.3704  -1.034
N 0.7952 -0.0322 2.1718  0.600
N 1.9249 0.0503 2.6503  -0.650
C 2.9865 0.2026 1.7187  0.165
C 4.2669 0.2145 2.2254  -0.303
C 5.3397 0.3079 1.3491  -0.524
C 5.0936 0.3768 -0.0109  -0.668
C 3.7816 0.3694 -0.4480  -0.512
N 2.7513 0.2983 0.4065  0.056
H -3.2882 -0.7858 5.3954  0.423
H -1.0839 -0.2181 6.3668  0.406
H 0.8600 0.1445 4.8807  0.476
H -1.5902 -0.7056 1.4691  0.209
H -3.5485 -1.0337 2.9496  0.440
H 4.3950 0.1412 3.2979  0.566
H 6.3554 0.3204 1.7242  0.441
H 5.8999 0.4388 -0.7289  0.498
H 3.5335 0.4237 -1.4991  0.474
C -2.6338 6.1477 1.3888  -1.022
Si -2.7028 5.0888 -0.1361  0.330
C -4.2270 4.0284 -0.1135  -1.176
C -2.6786 6.1421 -1.6601  -1.039
C -1.0123 4.1555 -0.1480  0.586
C 0.1054 4.9850 -0.1550  -0.391
C 1.3935 4.4685 -0.2025  -1.204
C 1.5438 3.1106 -0.2306  0.018
N 0.4910 2.2646 -0.1980  -0.351
C -0.7651 2.7783 -0.1660  0.514
S -2.1429 1.7023 -0.0887  -0.166
H -3.5812 6.6859 1.4922  0.360
H -1.8341 6.8910 1.3257  0.340
H -2.4832 5.5562 2.2976  0.341
H -5.0756 4.7184 -0.0556  0.339
H -4.2911 3.3655 0.7544  0.360
H -4.3465 3.4338 -1.0220  0.367
H -3.5654 6.7836 -1.6537  0.356
H -2.7041 5.5438 -2.5762  0.341
H -1.7982 6.7895 -1.6964  0.360
H -0.0319 6.0623 -0.1405  0.327
H 2.2672 5.1060 -0.2240  0.438
H 2.5247 2.6717 -0.2854  0.431
S -1.1639 -0.3506 -1.4190  -0.221
C -0.5325 -1.9112 -0.9102  0.429
N 0.6778 -1.7970 -0.4418  0.054
C 1.2373 -3.0112 -0.0666  -0.118
C 2.5185 -3.2492 0.4261  0.009
C 2.8697 -4.5511 0.7022  -0.848
C 1.9676 -5.6085 0.4989  -0.536
C 0.6992 -5.3819 0.0107  -0.604
C 0.3416 -4.0656 -0.2752  0.801
S -1.1665 -3.4839 -0.9250  -0.113
H 3.2146 -2.4332 0.5818  0.315
H 3.8621 -4.7673 1.0754  0.441
H 2.2746 -6.6209 0.7252  0.416
H 0.0024 -6.1976 -0.1385  0.425

Values from the calculation:
* energy: -78433.729 eV
* maximum force: 2.0 eV/Å
* LUMO level (spin up / spin down): -9.1 / -9.1 eV
* total charge: +2
* HOMO level (spin up / spin down): -14.078 / -14.082 eV
* relative energy (zero: lowest compared OMol25 entry of this formula, charge and spin): 162.0 kJ/mol